(1)
ORCA calculation (the ωB97M-V functional and the def2-TZVPD basis) on C4H8O2 in the gas phase.

Each line ends with the Löwdin charge.
Element x y z (Å)
C (0.434, 1.339, -1.272)  -0.045
C (-0.345, 0.261, -0.536)  -0.382
O (-0.485, -0.942, -1.279)  -0.033
C (0.260, -0.035, 0.848)  -0.393
O (1.189, 0.614, 1.277)  0.086
C (-0.373, -1.159, 1.641)  -0.008
H (0.427, 2.272, -0.702)  0.087
H (-0.006, 1.520, -2.256)  0.084
H (1.484, 1.048, -1.393)  0.087
H (-1.379, 0.596, -0.375)  0.156
H (0.398, -1.249, -1.524)  0.104
H (-1.120, -0.728, 2.320)  0.093
H (0.387, -1.648, 2.255)  0.087
H (-0.870, -1.888, 0.995)  0.077

Summary:
**F_max**: 0.0093 hartree/bohr
**Calculated total energy**: -307.68182 Ha
**Orbital gap**: 10.3 eV
**Relative energy (zero: lowest compared OMol25 entry of this formula, charge and spin)**: 19.2 kcal/mol
**Total charge**: 0
**LUMO**: 0.752 eV
**SMILES**: CC(=O)[C@@H](C)O

***

(2)
ORCA calculation (the ωB97M-V functional and the def2-TZVPD basis) on C4H8O2 in the gas phase.

Each line ends with the Löwdin charge.
Element x y z (Å)
C (-2.059, -0.439, 0.675)  -0.075
C (-0.980, -0.096, -0.332)  -0.271
O (0.181, 0.366, 0.361)  -0.158
C (1.415, 0.785, -0.714)  -0.399
O (1.077, 1.271, -1.734)  0.153
C (2.404, 0.078, 0.001)  -0.031
H (-1.724, -1.243, 1.339)  0.078
H (-2.299, 0.436, 1.286)  0.080
H (-2.967, -0.771, 0.161)  0.079
H (-0.719, -0.967, -0.952)  0.129
H (-1.287, 0.713, -1.003)  0.121
H (2.567, 0.455, 1.012)  0.076
H (3.312, -0.167, -0.545)  0.067
H (1.077, -0.421, 0.446)  0.151

Summary:
**F_max**: 0.0167 hartree/bohr
**Calculated total energy**: -307.58341 Ha
**Orbital gap**: 9.9 eV
**Relative energy (zero: lowest compared OMol25 entry of this formula, charge and spin)**: 81.0 kcal/mol
**Total charge**: 0
**LUMO**: 0.903 eV

***

(3)
ORCA calculation (the ωB97M-V functional and the def2-TZVPD basis) on C4H8O2 in the gas phase.

Each line ends with the Löwdin charge.
Element x y z (Å)
O (2.396, 0.784, 0.214)  -0.058
C (1.390, -0.172, -0.021)  -0.290
C (0.097, 0.353, 0.558)  -0.166
C (-2.074, 0.296, -1.556)  0.039
O (-1.361, -0.643, -1.035)  -0.181
C (-1.082, -0.582, 0.368)  -0.204
H (3.186, 0.504, -0.263)  0.092
H (1.627, -1.132, 0.456)  0.123
H (1.262, -0.356, -1.094)  0.125
H (0.225, 0.570, 1.623)  0.127
H (-2.598, 0.847, -0.719)  0.012
H (-0.102, 1.313, 0.023)  0.135
H (-1.970, -0.218, 0.900)  0.120
H (-0.872, -1.610, 0.660)  0.128

Summary:
**F_max**: 0.0184 hartree/bohr
**Calculated total energy**: -307.55624 Ha
**Orbital gap**: 9.2 eV
**Relative energy (zero: lowest compared OMol25 entry of this formula, charge and spin)**: 98.0 kcal/mol
**Total charge**: 0
**LUMO**: 0.699 eV

***

(4)
ORCA calculation (the ωB97M-V functional and the def2-TZVPD basis) on 2 unconnected molecules or ions with the total composition C4H8O2.

Each line ends with the Löwdin charge.
Element x y z (Å)
C (1.601, -0.750, -1.108)  0.048
C (0.686, 0.227, 0.520)  -0.165
O (0.716, 1.409, 1.303)  -0.024
C (-0.618, -0.228, 0.020)  -0.457
O (-0.597, -1.081, -0.850)  0.012
C (-1.949, 0.268, 0.494)  -0.003
H (1.394, -1.810, -1.385)  0.057
H (2.585, -0.673, -0.693)  0.013
H (1.384, -0.129, -1.974)  0.040
H (1.197, -0.508, 1.122)  0.120
H (0.479, 2.203, 0.807)  0.098
H (-2.528, -0.625, 0.750)  0.094
H (-2.461, 0.750, -0.347)  0.093
H (-1.889, 0.946, 1.343)  0.074

Summary:
**F_max**: 0.0288 hartree/bohr
**Calculated total energy**: -307.55576 Ha
**Orbital gap**: 9.2 eV
**Relative energy (zero: lowest compared OMol25 entry of this formula, charge and spin)**: 98.3 kcal/mol
**Total charge**: 0
**LUMO**: 0.352 eV

***

(5)
ORCA calculation (the ωB97M-V functional and the def2-TZVPD basis) on C4H8O2 in the gas phase.

Each line ends with the Löwdin charge.
Element x y z (Å)
C (1.557, -0.001, -0.205)  -0.081
C (0.366, 0.022, 0.739)  -0.237
C (-0.554, 1.002, 0.633)  -0.211
O (-0.725, 1.838, -0.400)  0.068
C (-0.689, -1.105, 0.518)  -0.238
O (-1.120, -1.170, -0.852)  -0.072
H (2.293, -0.788, 0.015)  0.081
H (1.226, -0.172, -1.238)  0.076
H (2.117, 0.944, -0.174)  0.081
H (-0.115, -1.989, 0.688)  0.102
H (-1.354, 1.084, 1.359)  0.131
H (0.035, 1.722, -0.982)  0.102
H (-1.577, -1.107, 1.172)  0.122
H (-1.397, -0.295, -1.171)  0.077

Summary:
**F_max**: 0.0252 hartree/bohr
**Calculated total energy**: -307.58352 Ha
**Orbital gap**: 8.9 eV
**Relative energy (zero: lowest compared OMol25 entry of this formula, charge and spin)**: 80.9 kcal/mol
**Total charge**: 0
**LUMO**: 0.652 eV
**SMILES**: C/C(=C\O)CO

***

(6)
ORCA calculation (the ωB97M-V functional and the def2-TZVPD basis) on C4H8O2 in the gas phase.

Each line ends with the Löwdin charge.
Element x y z (Å)
O (-0.294, 1.975, -0.903)  -0.040
C (-0.814, 0.832, -0.269)  -0.239
C (0.144, 0.255, 0.723)  -0.340
C (-0.571, -1.060, 0.807)  0.063
O (0.521, -1.304, -0.826)  -0.106
C (1.307, -0.324, -0.106)  -0.185
H (-0.769, 2.093, -1.734)  0.092
H (-0.233, -0.687, -1.167)  0.103
H (-1.818, 0.977, 0.156)  0.105
H (0.438, 0.778, 1.647)  0.139
H (-0.100, -1.944, 1.238)  0.092
H (-1.648, -1.097, 0.719)  0.074
H (2.037, -0.872, 0.496)  0.122
H (1.800, 0.378, -0.782)  0.118

Summary:
**F_max**: 0.0340 hartree/bohr
**Calculated total energy**: -307.48086 Ha
**Orbital gap (spin up / spin down)**: 8.5 / 6.6 eV
**Relative energy (zero: lowest compared OMol25 entry of this formula, charge and spin)**: 145.3 kcal/mol
**Total charge**: 0
**LUMO (spin up / spin down)**: 0.637 / -0.164 eV

***

(7)
ORCA calculation (the ωB97M-V functional and the def2-TZVPD basis) on C4H8O2 in the gas phase.

Each line ends with the Löwdin charge.
Element x y z (Å)
C (-2.485, 0.301, 0.066)  -0.125
O (-1.547, -0.739, 0.088)  -0.197
C (-0.243, -0.274, 0.280)  -0.293
C (0.665, -1.464, 0.477)  0.013
C (2.449, 0.026, -0.285)  -0.060
O (1.923, -1.218, 0.235)  -0.140
H (-2.560, 0.799, 1.046)  0.090
H (-2.238, 1.067, -0.689)  0.088
H (-3.454, -0.136, -0.185)  0.090
H (-0.158, 0.306, 1.226)  0.142
H (0.033, 0.419, -0.538)  0.113
H (2.057, 0.210, -1.289)  0.094
H (2.204, 0.861, 0.376)  0.094
H (3.529, -0.115, -0.332)  0.093

Summary:
**F_max**: 0.0080 hartree/bohr
**Calculated total energy**: -307.54506 Ha
**Orbital gap**: 9.1 eV
**Relative energy (zero: lowest compared OMol25 entry of this formula, charge and spin)**: 105.0 kcal/mol
**Total charge**: 0
**LUMO**: 0.729 eV

***

(8)
ORCA calculation (the ωB97M-V functional and the def2-TZVPD basis) on C4H8O2 in the gas phase.

Each line ends with the Löwdin charge.
Element x y z (Å)
C (1.839, -0.727, -0.724)  -0.110
O (1.229, 0.273, 0.068)  -0.175
C (0.160, -0.303, 0.783)  -0.209
C (-1.101, 0.505, 0.877)  -0.152
C (-1.518, 1.201, -0.324)  -0.169
O (-1.991, -0.108, -0.231)  -0.085
H (2.233, -1.545, -0.101)  0.090
H (1.114, -1.158, -1.432)  0.093
H (2.661, -0.269, -1.278)  0.089
H (0.505, -0.794, 1.707)  0.138
H (-0.434, -0.956, 0.131)  0.116
H (-1.632, 0.553, 1.822)  0.141
H (-0.744, 1.411, -1.058)  0.121
H (-2.318, 1.916, -0.239)  0.111

Summary:
**F_max**: 0.0452 hartree/bohr
**Calculated total energy**: -307.58034 Ha
**Orbital gap**: 10.7 eV
**Relative energy (zero: lowest compared OMol25 entry of this formula, charge and spin)**: 82.9 kcal/mol
**Total charge**: 0
**LUMO**: 1.098 eV
**SMILES**: COC[C@H]1CO1

***

(9)
ORCA calculation (the ωB97M-V functional and the def2-TZVPD basis) on C4H8O2 in the gas phase.

Each line ends with the Löwdin charge.
Element x y z (Å)
C (0.308, -1.630, -0.461)  -0.056
C (-0.928, -0.448, 1.420)  0.056
O (0.531, -0.793, 0.680)  -0.202
C (-0.041, 0.572, 0.814)  -0.324
C (-0.444, 1.331, -0.422)  -0.234
O (0.646, 1.897, -1.119)  -0.049
H (-0.490, -1.259, -1.106)  0.087
H (0.012, -2.602, -0.062)  0.102
H (1.255, -1.709, -1.007)  0.097
H (-0.598, -0.571, 2.464)  0.035
H (0.702, 1.136, 1.387)  0.148
H (-1.052, 2.172, -0.068)  0.137
H (-1.095, 0.727, -1.068)  0.116
H (1.194, 1.175, -1.452)  0.086

Summary:
**F_max**: 0.0074 hartree/bohr
**Calculated total energy**: -307.51051 Ha
**Orbital gap**: 9.0 eV
**Relative energy (zero: lowest compared OMol25 entry of this formula, charge and spin)**: 126.7 kcal/mol
**Total charge**: 0
**LUMO**: 0.727 eV

***

(10)
ORCA calculation (the ωB97M-V functional and the def2-TZVPD basis) on C4H8O2 in the gas phase.

Each line ends with the Löwdin charge.
Element x y z (Å)
C (1.547, 0.199, -1.072)  0.011
C (0.375, 0.297, -0.107)  -0.603
O (0.691, 1.059, 1.014)  0.033
C (-0.457, -0.977, 0.150)  -0.054
C (-1.643, -0.145, -0.328)  -0.152
O (-0.792, 0.985, -0.598)  -0.071
H (2.376, -0.400, -0.667)  0.094
H (1.222, -0.269, -2.004)  0.087
H (1.943, 1.197, -1.279)  0.089
H (-0.216, -1.815, -0.502)  0.112
H (-0.475, -1.281, 1.195)  0.116
H (-2.442, 0.030, 0.408)  0.121
H (-2.085, -0.464, -1.269)  0.113
H (-0.107, 1.600, 0.949)  0.103

Summary:
**F_max**: 0.0230 hartree/bohr
**Calculated total energy**: -307.65054 Ha
**Orbital gap**: 11.2 eV
**Relative energy (zero: lowest compared OMol25 entry of this formula, charge and spin)**: 38.8 kcal/mol
**Total charge**: 0
**LUMO**: 0.998 eV
**SMILES**: C[C@]1(O)CCO1

***

(11)
ORCA calculation (the ωB97M-V functional and the def2-TZVPD basis) on 2 unconnected molecules or ions with the total composition C4H8O2.

Each line ends with the Löwdin charge.
Element x y z (Å)
C (3.012, -1.166, 0.355)  -0.003
C (3.595, 0.011, 0.188)  -0.280
O (3.020, 1.080, -0.437)  -0.023
H (3.537, -2.044, 0.694)  0.044
H (1.975, -1.303, 0.067)  0.053
H (4.527, 0.441, 0.558)  0.116
H (2.103, 0.962, -0.696)  0.093
C (-3.558, 1.089, -0.234)  0.012
C (-3.105, -0.009, 0.332)  -0.252
O (-1.984, -0.701, -0.170)  -0.064
H (-4.184, 1.830, 0.251)  0.054
H (-3.352, 1.435, -1.236)  0.058
H (-3.331, -0.439, 1.292)  0.100
H (-2.256, -1.187, -0.963)  0.091

Summary:
**F_max**: 0.0332 hartree/bohr
**Calculated total energy**: -307.59989 Ha
**Orbital gap**: 9.7 eV
**Relative energy (zero: lowest compared OMol25 entry of this formula, charge and spin)**: 70.6 kcal/mol
**Total charge**: 0
**LUMO**: 0.756 eV
**SMILES**: C=CO.C=CO

***

(12)
ORCA calculation (the ωB97M-V functional and the def2-TZVPD basis) on C4H8O2 in the gas phase.

Each line ends with the Löwdin charge.
Element x y z (Å)
O (1.667, -1.640, -0.723)  -0.073
C (1.790, -0.242, -0.633)  -0.282
C (0.498, 0.422, -0.277)  -0.085
C (-0.731, -0.152, -0.372)  -0.074
C (-1.870, 0.412, 0.425)  -0.284
O (-1.298, 1.297, 1.361)  -0.103
H (1.335, -1.933, 0.137)  0.089
H (2.595, 0.035, 0.086)  0.124
H (2.129, 0.119, -1.605)  0.118
H (0.605, 1.454, 0.046)  0.115
H (-0.967, -0.964, -1.047)  0.109
H (-0.718, 0.651, 1.830)  0.101
H (-2.422, -0.379, 0.979)  0.122
H (-2.614, 0.920, -0.207)  0.122

Summary:
**F_max**: 0.0251 hartree/bohr
**Calculated total energy**: -307.62539 Ha
**Orbital gap**: 10.0 eV
**Relative energy (zero: lowest compared OMol25 entry of this formula, charge and spin)**: 54.6 kcal/mol
**Total charge**: 0
**LUMO**: 0.807 eV
**SMILES**: OC/C=C/CO

***

What is the formula in the ninth record? C4H8O2

***

What did the first record say?
ORCA calculation (the ωB97M-V functional and the def2-TZVPD basis) on C4H8O2 in the gas phase.

Each line ends with the Löwdin charge.
Element x y z (Å)
C (0.434, 1.339, -1.272)  -0.045
C (-0.345, 0.261, -0.536)  -0.382
O (-0.485, -0.942, -1.279)  -0.033
C (0.260, -0.035, 0.848)  -0.393
O (1.189, 0.614, 1.277)  0.086
C (-0.373, -1.159, 1.641)  -0.008
H (0.427, 2.272, -0.702)  0.087
H (-0.006, 1.520, -2.256)  0.084
H (1.484, 1.048, -1.393)  0.087
H (-1.379, 0.596, -0.375)  0.156
H (0.398, -1.249, -1.524)  0.104
H (-1.120, -0.728, 2.320)  0.093
H (0.387, -1.648, 2.255)  0.087
H (-0.870, -1.888, 0.995)  0.077

Summary:
**F_max**: 0.0093 hartree/bohr
**Calculated total energy**: -307.68182 Ha
**Orbital gap**: 10.3 eV
**Relative energy (zero: lowest compared OMol25 entry of this formula, charge and spin)**: 19.2 kcal/mol
**Total charge**: 0
**LUMO**: 0.752 eV
**SMILES**: CC(=O)[C@@H](C)O

***

Which value of total charge does entry 8 give? 0